(1)
Here is one molecule with the formula C3H7N5 from OMol25. Energies are from wB97M-V/def2-TZVPD.

Summary:
* largest force on an atom: 0.088 Eh/bohr
* LUMO energy: 0.017 hartree
* SMILES: [H]/N=C\N/C=N\C=N/N
* electronic energy: -10671.821 eV

Each line ends with the natural charge from an NBO analysis.
Geometry (Å):
1 C 1.108 -0.259 0.842  0.14
2 C -0.276 1.427 -0.072  0.32
3 C -1.839 -0.616 -0.275  0.27
4 H 3.402 -0.745 -0.944  0.36
5 H 2.304 0.592 -1.011  0.37
6 H 0.646 -0.400 1.859  0.19
7 H -0.544 2.372 -0.354  0.16
8 H -2.243 1.453 0.218  0.39
9 H -0.983 -1.349 -0.422  0.20
10 H -3.635 -0.328 0.256  0.31
11 N 2.473 -0.480 -0.886  -0.68
12 N 2.087 -0.925 0.477  -0.24
13 N 0.902 1.103 0.276  -0.50
14 N -1.481 0.703 -0.178  -0.65
15 N -2.967 -1.103 -0.056  -0.64

Forces on atoms 1 to 3 (eV/Å):
-1.04 3.36 1.97
0.43 -2.99 0.40
2.39 -1.42 0.74

***

(2)
Here is an isolated ion of composition C5H12NS and charge +1 from OMol25. Energies are from wB97M-V/def2-TZVPD.

Summary:
* largest force on an atom: 0.071 Eh/bohr
* LUMO energy: -0.141 hartree
* SMILES: CC(C)([NH3+])CC=S
* electronic energy: -17696.058 eV
* charge: +1

Each line ends with the natural charge from an NBO analysis.
Geometry (Å):
1 C 1.610 0.246 -1.771  -0.34
2 C 0.196 1.278 0.867  -0.61
3 C 0.377 -1.282 0.965  -0.65
4 C -0.034 -0.162 -1.262  -0.47
5 C -0.256 -0.089 0.260  0.13
6 N -1.770 0.031 0.434  -0.68
7 S 2.711 -0.892 -1.811  0.22
8 H 1.850 1.361 -1.927  0.23
9 H -0.732 1.693 1.366  0.19
10 H 1.024 1.105 1.579  0.26
11 H 0.544 1.880 0.044  0.24
12 H -0.195 -2.227 0.807  0.23
13 H 1.418 -1.442 0.448  0.27
14 H 0.610 -1.146 1.961  0.23
15 H -0.756 0.522 -1.821  0.21
16 H -0.371 -1.139 -1.596  0.23
17 H -2.360 -0.787 0.393  0.44
18 H -2.111 0.558 -0.289  0.43
19 H -1.756 0.490 1.352  0.45

Forces on atoms 1 to 3 (eV/Å):
-2.71 0.27 1.34
-0.39 -1.04 0.28
0.87 -1.28 -3.28

***

(3)
Here is C30H51N2O2P2Pt as an isolated structure from OMol25. Energies are from wB97M-V/def2-TZVPD.

Summary:
* largest force on an atom: 0.112 Eh/bohr
* LUMO energy (alpha / beta): -0.107 / -0.178 hartree
* electronic energy: -60827.503 eV
* multiplicity: 3
* charge: +1

Each line ends with the Mulliken spin population.
Geometry (Å):
1 C 2.274 -1.201 -0.737  -0.01
2 C 1.505 0.805 -1.738  -0.10
3 C 3.224 -1.373 -1.752  0.17
4 C 2.179 0.448 -2.912  0.21
5 C 3.115 -0.550 -2.883  -0.05
6 H 3.960 -2.157 -1.648  0.00
7 H 2.068 1.111 -3.782  -0.01
8 H 3.797 -0.724 -3.705  0.00
9 N 1.459 -0.142 -0.754  0.10
10 P 0.583 -2.240 1.259  0.03
11 P 0.166 2.297 0.123  0.06
12 C 2.233 -2.227 0.416  -0.01
13 H 2.512 -3.241 0.074  -0.01
14 H 2.991 -1.974 1.183  0.00
15 C 1.021 2.100 -1.423  0.58
16 H 0.660 2.655 -2.272  -0.04
17 C -1.596 3.190 0.358  0.01
18 C 1.574 3.502 0.509  0.02
19 C -0.460 -3.382 0.127  0.01
20 C 0.921 -3.151 2.918  0.01
21 C -2.652 2.310 1.050  0.00
22 H -2.379 2.069 2.083  -0.01
23 H -3.612 2.860 1.074  0.00
24 H -2.812 1.373 0.503  0.00
25 C -1.480 4.478 1.180  0.00
26 H -1.135 4.270 2.201  0.00
27 H -0.829 5.223 0.709  0.00
28 H -2.482 4.935 1.268  0.00
29 C -2.093 3.499 -1.049  0.00
30 H -3.056 4.030 -0.986  0.00
31 H -1.402 4.138 -1.616  0.00
32 H -2.267 2.565 -1.597  0.01
33 C 1.553 4.041 1.933  0.02
34 H 1.216 3.296 2.663  -0.01
35 H 2.590 4.300 2.195  0.00
36 H 0.951 4.950 2.023  0.00
37 C 2.900 2.735 0.302  0.07
38 H 2.970 1.858 0.959  0.00
39 H 3.016 2.389 -0.735  -0.03
40 H 3.734 3.422 0.457  0.00
41 C 1.458 4.629 -0.547  0.02
42 H 0.892 4.366 -1.453  -0.02
43 H 0.992 5.542 -0.162  0.00
44 H 2.468 4.850 -0.912  0.00
45 C -0.441 -3.415 3.583  0.01
46 H -0.265 -3.870 4.569  0.00
47 H -0.991 -2.476 3.739  0.00
48 H -1.072 -4.104 3.009  0.00
49 C 1.753 -2.279 3.872  0.02
50 H 2.710 -1.975 3.429  0.00
51 H 1.211 -1.386 4.198  0.00
52 H 1.974 -2.875 4.773  0.00
53 C 1.698 -4.465 2.723  0.00
54 H 2.552 -4.350 2.044  0.00
55 H 2.094 -4.783 3.699  0.00
56 H 1.071 -5.288 2.367  0.00
57 C -0.143 -3.083 -1.341  0.00
58 H 0.865 -3.414 -1.624  0.00
59 H -0.851 -3.627 -1.983  0.00
60 H -0.230 -2.020 -1.576  0.00
61 C -1.946 -3.160 0.417  0.00
62 H -2.289 -2.172 0.090  0.00
63 H -2.531 -3.912 -0.128  0.00
64 H -2.186 -3.256 1.477  0.00
65 C -0.190 -4.879 0.324  0.00
66 H 0.867 -5.143 0.212  0.00
67 H -0.573 -5.256 1.278  0.00
68 H -0.737 -5.426 -0.460  0.00
69 Pt 0.303 0.131 1.046  -0.15
70 C 1.105 0.728 2.787  0.40
71 O 2.082 1.057 3.390  0.24
72 N -1.593 -0.236 -0.578  0.01
73 C -2.176 -0.163 -1.613  0.00
74 C -2.483 0.138 -3.033  -0.01
75 C -1.753 1.276 -3.815  0.01
76 C -1.993 -1.166 -3.705  0.00
77 C -3.998 0.433 -2.872  0.00
78 H -1.852 2.297 -3.419  0.00
79 H -0.668 1.096 -3.928  0.00
80 H -2.128 1.346 -4.847  0.00
81 H -2.227 -2.029 -3.066  0.00
82 H -2.352 -1.342 -4.731  0.00
83 H -0.884 -1.101 -3.730  0.00
84 H -4.392 1.195 -3.568  0.00
85 H -4.524 -0.528 -2.902  0.00
86 H -4.186 0.850 -1.857  0.00
87 O -1.097 0.359 3.861  0.25
88 C -0.257 0.402 2.982  0.17

Forces on atoms 1 to 3 (eV/Å):
0.60 -0.52 -0.09
0.26 -1.19 0.42
-0.66 0.49 -0.22

***

(4)
Here is a 11-piece molecular cluster, C23H46Br20INO2P overall from OMol25. Energies are from wB97M-V/def2-TZVPD.

Summary:
* largest force on an atom: 0.168 Eh/bohr
* LUMO energy: 0.036 hartree
* electronic energy: -1448421.368 eV
* charge: -1

Each line ends with the Mulliken charge.
Geometry (Å):
1 C -1.713 -1.614 1.748  0.03
2 P -1.872 -2.934 0.371  0.35
3 O -1.492 -4.447 1.227  -0.41
4 N -3.501 -3.106 -0.286  -0.46
5 C -4.614 -2.649 0.599  0.03
6 C -5.262 -3.850 1.568  0.22
7 O -6.169 -3.394 2.470  -0.58
8 I -4.772 -5.985 1.410  -0.06
9 H -2.201 -1.932 2.783  -0.50
10 H -0.551 -1.390 1.889  0.16
11 H -2.188 -0.566 1.441  0.20
12 H -0.586 -4.279 1.669  0.08
13 H -5.524 -2.366 -0.123  0.21
14 H -4.430 -1.696 1.245  -0.20
15 Br -5.586 -0.513 3.254  -0.07
16 C -5.316 1.417 3.332  -0.49
17 C -3.855 1.758 3.517  0.06
18 Br -3.291 1.468 5.361  -0.10
19 H -5.956 1.798 4.132  0.31
20 H -5.680 1.793 2.372  0.38
21 H -3.681 2.822 3.331  0.09
22 H -3.188 1.169 2.882  -0.09
23 Br -1.572 -4.820 -2.247  -0.14
24 C 0.206 -4.873 -3.046  -0.64
25 C 0.979 -6.086 -2.582  -0.45
26 Br 1.652 -5.841 -0.767  -0.15
27 H 0.695 -3.927 -2.801  0.25
28 H 0.031 -4.918 -4.125  0.38
29 H 1.871 -6.234 -3.197  0.28
30 H 0.386 -7.005 -2.581  0.40
31 Br 0.497 -0.856 -3.607  -0.13
32 C 2.334 -0.823 -4.259  -0.26
33 C 2.520 -1.773 -5.418  -0.45
34 Br 2.626 -3.623 -4.806  -0.17
35 H 2.980 -1.047 -3.406  0.40
36 H 2.504 0.210 -4.576  0.00
37 H 3.474 -1.586 -5.921  0.20
38 H 1.712 -1.726 -6.153  0.45
39 Br 4.857 1.875 -3.002  -0.09
40 C 6.429 1.680 -4.140  -0.66
41 C 6.195 0.652 -5.223  -0.25
42 Br 6.314 -1.161 -4.514  -0.15
43 H 7.269 1.437 -3.485  0.43
44 H 6.588 2.670 -4.576  0.37
45 H 6.978 0.711 -5.985  0.38
46 H 5.218 0.743 -5.705  -0.04
47 Br -2.803 5.940 3.796  -0.16
48 C -0.966 5.973 3.144  -0.51
49 C -0.780 5.023 1.984  -0.65
50 Br -0.674 3.174 2.596  -0.09
51 H -0.320 5.749 3.997  0.38
52 H -0.796 7.006 2.826  0.36
53 H 0.174 5.210 1.481  0.30
54 H -1.588 5.070 1.250  0.37
55 Br -4.907 6.266 9.430  -0.17
56 C -3.843 4.891 8.546  -0.60
57 C -3.791 5.115 7.053  -0.62
58 Br -5.458 4.568 6.199  -0.12
59 H -4.273 3.925 8.826  0.38
60 H -2.844 4.980 8.984  0.37
61 H -3.020 4.489 6.596  0.29
62 H -3.618 6.158 6.775  0.43
63 Br 1.428 -3.009 2.571  0.03
64 C 3.206 -3.062 1.771  -0.63
65 C 3.979 -4.274 2.236  -0.55
66 Br 4.652 -4.030 4.051  -0.18
67 H 3.695 -2.115 2.016  0.41
68 H 3.031 -3.107 0.693  0.27
69 H 4.871 -4.422 1.621  0.39
70 H 3.386 -5.193 2.237  0.30
71 Br -0.972 4.766 -2.838  -0.15
72 C 0.806 4.713 -3.637  -0.60
73 C 1.579 3.500 -3.173  0.07
74 Br 2.252 3.745 -1.358  -0.10
75 H 1.295 5.660 -3.392  0.40
76 H 0.631 4.668 -4.716  0.34
77 H 2.471 3.352 -3.788  -0.30
78 H 0.986 2.581 -3.172  0.32
79 Br 0.161 -3.218 6.060  -0.18
80 C -1.520 -4.205 6.134  -0.55
81 C -2.309 -4.038 4.856  -0.29
82 Br -3.177 -2.293 4.785  -0.21
83 H -2.055 -3.859 7.023  0.36
84 H -1.230 -5.250 6.274  0.39
85 H -3.126 -4.764 4.810  0.33
86 H -1.698 -4.128 3.954  0.07
87 Br 4.116 0.422 -9.109  -0.14
88 C 2.808 1.855 -8.905  -0.62
89 C 3.463 3.130 -8.427  -0.56
90 Br 3.870 3.044 -6.521  -0.10
91 H 2.032 1.485 -8.229  0.36
92 H 2.380 1.992 -9.902  0.36
93 H 2.780 3.977 -8.533  0.33
94 H 4.399 3.357 -8.944  0.36

Forces on atoms 1 to 3 (eV/Å):
-0.17 1.07 1.51
-1.11 -0.16 -1.67
1.26 1.63 1.36

***

(5)
Here is C47H41IrN3O3P2S2SbSe2 as an isolated structure from OMol25. Energies are from wB97M-V/def2-TZVPD.

Summary:
* largest force on an atom: 0.040 Eh/bohr
* LUMO energy (alpha / beta): -0.038 / -0.149 hartree
* electronic energy: -240331.577 eV
* multiplicity: 5

Each line ends with the Mulliken spin population.
Geometry (Å):
1 Ir -1.589 -0.722 -1.447  2.18
2 Se 0.305 -1.836 5.587  0.98
3 P 0.072 -0.112 4.327  -0.03
4 C 1.627 0.760 4.054  -0.03
5 C 2.651 0.006 3.476  0.01
6 C 3.879 0.589 3.231  0.01
7 C 4.099 1.920 3.569  0.00
8 C 3.081 2.669 4.131  0.00
9 C 1.839 2.094 4.370  -0.01
10 C -1.167 0.955 5.069  0.04
11 C -2.471 0.872 4.594  -0.01
12 C -3.470 1.653 5.157  0.00
13 C -3.167 2.498 6.212  0.01
14 C -1.876 2.544 6.725  0.00
15 C -0.877 1.767 6.167  0.01
16 C -0.441 -0.613 2.696  -0.02
17 C -0.875 0.023 1.537  -0.03
18 N -0.709 -0.884 0.557  0.19
19 N -0.239 -2.007 1.066  0.01
20 N -0.071 -1.868 2.353  0.02
21 P -1.398 1.650 0.998  0.08
22 Se -0.907 1.808 -1.103  0.11
23 C -0.507 2.911 1.939  -0.02
24 C 0.771 3.269 1.512  0.00
25 C 1.463 4.275 2.162  0.00
26 C 0.887 4.930 3.241  0.00
27 C -0.377 4.564 3.682  0.00
28 C -1.076 3.557 3.032  0.00
29 C -3.157 1.855 1.285  -0.01
30 C -3.722 3.123 1.153  0.01
31 C -5.092 3.276 1.257  0.00
32 C -5.902 2.165 1.462  0.00
33 C -5.344 0.901 1.562  0.00
34 C -3.969 0.744 1.476  -0.02
35 H 2.480 -1.032 3.215  0.00
36 H 4.669 0.004 2.780  0.00
37 H 5.065 2.371 3.385  0.00
38 H 3.241 3.710 4.376  0.00
39 H 1.040 2.705 4.765  0.00
40 H -2.710 0.196 3.790  0.00
41 H -4.475 1.597 4.760  0.00
42 H -3.942 3.110 6.653  0.00
43 H -1.651 3.180 7.570  0.00
44 H 0.120 1.785 6.588  -0.01
45 H 1.209 2.772 0.655  0.00
46 H 2.451 4.551 1.821  0.00
47 H 1.424 5.726 3.739  0.00
48 H -0.831 5.068 4.525  0.00
49 H -2.068 3.289 3.377  0.00
50 H -3.098 3.987 0.957  0.00
51 H -5.532 4.259 1.155  0.00
52 H -6.975 2.285 1.519  0.00
53 H -5.974 0.030 1.674  0.00
54 H -3.545 -0.249 1.497  0.00
55 C 3.040 -3.556 -0.842  0.03
56 C 3.666 -2.911 -2.047  -0.06
57 C 5.005 -3.157 -2.343  0.01
58 C 5.600 -2.617 -3.472  0.00
59 C 4.859 -1.817 -4.325  0.01
60 C 3.526 -1.559 -4.039  0.02
61 C 2.924 -2.098 -2.909  0.11
62 Sb 0.820 -1.807 -2.490  -0.01
63 C 0.481 -0.287 -3.961  0.06
64 C -0.452 -0.452 -4.979  -0.01
65 C -0.774 0.587 -5.838  -0.01
66 C -0.165 1.820 -5.671  0.01
67 C 0.751 2.001 -4.646  -0.01
68 C 1.086 0.966 -3.777  0.00
69 C 2.077 1.239 -2.678  0.00
70 C 0.166 -3.690 -3.241  -0.01
71 C -0.445 -4.448 -2.238  0.00
72 C -0.878 -5.739 -2.481  0.01
73 C -0.712 -6.281 -3.747  0.00
74 C -0.112 -5.533 -4.744  0.00
75 C 0.340 -4.235 -4.513  0.01
76 C 0.989 -3.494 -5.646  0.01
77 H 3.800 -3.966 -0.179  0.00
78 H 2.382 -4.377 -1.139  0.00
79 H 2.431 -2.853 -0.266  -0.01
80 H 5.584 -3.783 -1.677  0.00
81 H 6.642 -2.823 -3.682  0.00
82 H 5.313 -1.393 -5.211  0.00
83 H 2.960 -0.921 -4.706  0.00
84 H -0.958 -1.403 -5.097  0.01
85 H -1.509 0.435 -6.616  0.00
86 H -0.414 2.645 -6.324  0.00
87 H 1.212 2.971 -4.507  0.00
88 H 2.153 2.311 -2.499  0.00
89 H 3.070 0.864 -2.932  0.00
90 H 1.781 0.774 -1.734  0.00
91 H -0.602 -4.017 -1.253  -0.01
92 H -1.353 -6.309 -1.695  0.00
93 H -1.053 -7.286 -3.959  0.00
94 H 0.019 -5.963 -5.730  0.00
95 H 1.734 -4.120 -6.138  0.00
96 H 1.484 -2.584 -5.316  0.00
97 H 0.249 -3.212 -6.399  0.00
98 O -5.530 -1.680 -1.700  0.00
99 S -4.163 -1.281 -1.569  -0.01
100 O -3.493 -1.692 -0.291  0.11
101 O -3.873 0.167 -1.733  0.09
102 S -2.828 -2.115 -2.914  0.17

Forces on atoms 1 to 3 (eV/Å):
0.10 -0.26 -0.51
0.00 -0.76 0.25
-0.36 1.33 -1.51

***

(6)
Here is one molecule with the formula C4H8O2 from OMol25. Energies are from wB97M-V/def2-TZVPD.

Summary:
* largest force on an atom: 0.010 Eh/bohr
* LUMO energy: 0.026 hartree
* SMILES: C[C@H](C=O)CO
* electronic energy: -8372.041 eV

Each line ends with the natural charge from an NBO analysis.
Geometry (Å):
1 C 0.791 1.189 0.310  -0.60
2 C -0.299 0.109 0.400  -0.35
3 C -0.497 -0.623 -0.921  -0.05
4 O -0.617 0.339 -1.947  -0.72
5 C 0.084 -0.863 1.495  0.45
6 O -0.072 -0.642 2.671  -0.51
7 H 0.870 1.715 1.267  0.22
8 H 0.546 1.905 -0.478  0.24
9 H 1.765 0.747 0.071  0.20
10 H -1.234 0.591 0.699  0.23
11 H 0.363 -1.293 -1.096  0.15
12 H -1.396 -1.259 -0.864  0.17
13 H -0.873 -0.110 -2.759  0.47
14 H 0.568 -1.807 1.153  0.10

Forces on atoms 1 to 3 (eV/Å):
0.08 0.05 0.01
-0.05 0.08 0.03
0.04 -0.29 0.27

***

(7)
Here is an isolated ion of composition C3H10N4 and charge +2 from OMol25. Energies are from wB97M-V/def2-TZVPD.

Summary:
* largest force on an atom: 0.096 Eh/bohr
* LUMO energy: -0.341 hartree
* SMILES: CC(=[NH2+])/[N+](N)=C/N
* electronic energy: -9214.302 eV
* charge: +2

Each line ends with the natural charge from an NBO analysis.
Geometry (Å):
1 C -1.402 -0.655 -0.342  0.38
2 C 1.161 -0.312 0.005  0.66
3 C 1.760 0.809 -0.677  -0.78
4 N -2.671 -0.397 -0.178  -0.67
5 N 1.661 -1.415 0.347  -0.63
6 N -0.414 0.009 0.196  -0.23
7 N -0.548 1.185 0.873  -0.66
8 H -1.111 -1.374 -1.015  0.24
9 H 1.177 1.037 -1.669  0.33
10 H 1.715 1.811 -0.272  0.34
11 H 2.832 0.674 -0.926  0.30
12 H -3.373 -1.009 -0.529  0.46
13 H 2.738 -1.495 0.359  0.50
14 H 1.115 -2.172 0.779  0.47
15 H -1.277 1.818 0.643  0.41
16 H -2.965 0.381 0.463  0.45
17 H -0.398 1.105 1.943  0.42

Forces on atoms 1 to 3 (eV/Å):
-1.03 0.73 0.64
-4.15 2.43 -1.08
1.15 0.98 -2.63

***

(8)
Here is a 2-piece molecular cluster, C4H14NOS overall from OMol25. Energies are from wB97M-V/def2-TZVPD.

Summary:
* largest force on an atom: 0.112 Eh/bohr
* LUMO energy: -0.119 hartree
* electronic energy: -18740.244 eV
* charge: +1

Each line ends with the natural charge from an NBO analysis.
Geometry (Å):
1 C 0.497 1.397 0.682  -0.23
2 C 1.730 0.550 0.571  -0.46
3 C 1.466 -0.692 -0.396  -0.53
4 S -0.305 -1.337 -0.529  0.11
5 C -0.274 -1.878 -2.236  -0.75
6 N -0.291 0.913 1.915  -0.67
7 H -0.272 1.451 -0.220  0.28
8 H 0.823 2.357 0.937  0.23
9 H 2.600 1.161 0.099  0.27
10 H 1.996 0.073 1.564  0.23
11 H 1.792 -0.451 -1.455  0.24
12 H 2.115 -1.601 -0.135  0.24
13 H -1.072 -2.595 -2.290  0.24
14 H -0.402 -1.131 -3.097  0.24
15 H 0.663 -2.491 -2.327  0.24
16 H 0.030 1.146 2.772  0.42
17 H -0.410 -0.095 1.874  0.43
18 H -1.291 1.139 1.786  0.46
19 H -3.504 0.711 0.734  0.47
20 H -3.015 0.270 -0.409  0.48
21 O -2.877 1.103 0.160  -0.94

Forces on atoms 1 to 3 (eV/Å):
-1.56 -0.37 -0.48
0.85 -1.94 -1.62
1.01 -0.91 -0.89